The following is a quantum chemistry calculation of a molecular structure, C42H34N3O4PdTe, from OMol25.

Values from the calculation:
2S+1 ... 3
HOMO-LUMO gap (alpha / beta) ... 6.53 / 6.09 eV
HOMO energy (alpha / beta) ... -10.000 / -10.294 eV
Total charge ... +1

Last column: Mulliken spin population.
Atoms and positions in Å:
Pd (-0.322, 0.631, -0.025)  1.276
O (-1.717, -4.587, 5.371)  0.000
C (-2.755, -4.312, 4.555)  0.000
O (-3.769, -4.941, 4.631)  0.002
C (-2.570, -3.203, 3.558)  0.008
C (-1.610, -2.203, 3.690)  -0.008
C (-1.502, -1.202, 2.739)  0.004
C (-2.372, -1.198, 1.658)  0.006
C (-3.336, -2.191, 1.515)  0.023
C (-3.437, -3.186, 2.469)  -0.004
N (-2.236, -0.163, 0.696)  0.125
C (-3.247, 0.484, 0.274)  0.024
C (-3.077, 1.556, -0.725)  -0.022
C (-4.148, 2.316, -1.157)  0.000
C (-3.911, 3.332, -2.076)  -0.002
C (-2.621, 3.538, -2.528)  0.002
C (-1.603, 2.725, -2.042)  -0.008
N (-1.830, 1.763, -1.165)  0.089
H (-0.935, -4.082, 5.124)  0.000
H (-0.958, -2.163, 4.554)  0.000
H (-0.788, -0.392, 2.836)  -0.005
H (-3.986, -2.198, 0.648)  0.001
H (-4.182, -3.965, 2.387)  0.000
H (-4.244, 0.281, 0.665)  0.009
H (-5.141, 2.124, -0.775)  0.001
H (-4.723, 3.951, -2.428)  0.000
H (-2.393, 4.317, -3.240)  0.000
H (-0.577, 2.857, -2.365)  0.002
C (4.537, 4.685, 1.934)  -0.003
C (3.271, 3.883, 1.830)  0.056
C (2.026, 4.487, 1.717)  -0.036
C (0.844, 3.762, 1.622)  0.017
C (-0.447, 4.471, 1.381)  -0.005
O (-1.388, 3.915, 0.852)  0.017
C (-0.543, 5.922, 1.763)  -0.001
C (-0.260, 6.913, 0.831)  0.001
C (-0.382, 8.249, 1.182)  0.000
C (-0.787, 8.596, 2.463)  0.000
C (-1.069, 7.606, 3.394)  0.000
C (-0.944, 6.269, 3.047)  0.000
C (0.861, 2.345, 1.718)  -0.037
O (-0.224, 1.631, 1.857)  0.174
C (2.150, 1.722, 1.746)  0.064
C (3.303, 2.492, 1.821)  -0.024
C (2.290, 0.259, 1.595)  0.010
N (1.404, -0.386, 0.941)  0.099
C (1.438, -1.820, 0.702)  0.010
C (1.732, -2.145, -0.761)  -0.005
Te (0.766, -0.839, -2.176)  0.126
C (2.439, 0.453, -2.383)  -0.014
C (3.527, 0.009, -3.129)  -0.001
C (4.648, 0.815, -3.262)  0.001
C (4.683, 2.068, -2.666)  0.001
C (3.596, 2.518, -1.932)  0.006
C (2.477, 1.712, -1.785)  -0.011
C (3.512, -0.382, 2.158)  0.009
C (4.476, -0.928, 1.316)  0.000
C (5.618, -1.505, 1.850)  0.000
C (5.796, -1.547, 3.226)  0.000
C (4.839, -0.995, 4.068)  0.000
C (3.705, -0.401, 3.535)  0.005
H (4.324, 5.753, 1.933)  0.000
H (5.211, 4.472, 1.102)  0.004
H (5.073, 4.449, 2.855)  0.004
H (1.970, 5.570, 1.698)  -0.002
H (0.054, 6.639, -0.170)  0.001
H (-0.162, 9.019, 0.454)  0.000
H (-0.882, 9.638, 2.736)  0.000
H (-1.387, 7.874, 4.392)  0.000
H (-1.162, 5.493, 3.771)  0.000
H (4.263, 1.989, 1.863)  -0.001
H (0.449, -2.206, 0.963)  0.006
H (2.172, -2.324, 1.336)  -0.002
H (1.420, -3.159, -1.001)  -0.003
H (2.792, -2.047, -0.991)  0.005
H (3.497, -0.961, -3.610)  -0.001
H (5.493, 0.465, -3.841)  0.000
H (5.558, 2.694, -2.779)  0.000
H (3.612, 3.494, -1.463)  -0.001
H (1.633, 2.069, -1.202)  0.009
H (4.344, -0.873, 0.241)  0.000
H (6.370, -1.919, 1.192)  0.000
H (6.685, -2.001, 3.642)  0.000
H (4.982, -1.018, 5.140)  0.000
H (2.967, 0.052, 4.186)  0.000

***

The following is a quantum chemistry calculation of a molecular structure, C42H35AsF6N9O2S2W, from OMol25.

Values from the calculation:
2S+1 ... 4
HOMO-LUMO gap (alpha / beta) ... 6.78 / 4.82 eV
HOMO energy (alpha / beta) ... -12.916 / -13.449 eV
Total charge ... +2

Last column: Mulliken spin population.
Atoms and positions in Å:
W (-0.245, 1.542, -0.261)  0.918
C (-1.418, -0.751, 3.363)  0.014
C (-2.562, -1.485, 3.046)  0.002
C (-3.013, -1.439, 1.755)  0.011
C (-2.370, -0.645, 0.790)  0.027
N (-1.310, 0.142, 1.122)  -0.006
C (-0.840, 0.022, 2.398)  0.031
N (-2.865, -0.798, -0.474)  0.072
C (-2.726, 0.064, -1.419)  -0.074
N (-2.001, 1.234, -1.377)  -0.030
C (-2.156, 1.868, -2.635)  0.005
N (-1.792, 3.038, -2.958)  0.015
C (-1.416, 3.954, -1.998)  -0.004
C (-1.463, 5.289, -2.404)  -0.002
C (-1.370, 6.296, -1.475)  0.002
C (-1.271, 5.942, -0.133)  0.000
C (-1.153, 4.617, 0.194)  0.002
N (-1.145, 3.615, -0.714)  -0.002
C (-2.909, 0.971, -3.517)  0.009
C (-3.289, 1.103, -4.837)  -0.001
C (-4.079, 0.089, -5.366)  0.000
C (-4.491, -0.995, -4.591)  0.001
C (-4.118, -1.111, -3.258)  -0.011
C (-3.309, -0.113, -2.748)  0.021
H (-0.978, -0.773, 4.350)  0.000
H (-3.065, -2.088, 3.791)  0.000
H (-3.865, -2.006, 1.412)  0.002
H (0.048, 0.581, 2.631)  -0.004
H (-1.623, 5.476, -3.455)  0.000
H (-1.417, 7.334, -1.776)  0.000
H (-1.270, 6.683, 0.653)  0.000
H (-1.087, 4.332, 1.229)  -0.001
H (-2.978, 1.954, -5.427)  0.000
H (-4.392, 0.143, -6.401)  0.000
H (-5.119, -1.753, -5.041)  0.000
H (-4.436, -1.940, -2.641)  0.000
S (0.007, -0.793, -1.450)  0.697
C (0.660, -1.870, -0.241)  0.255
N (0.367, -3.182, -0.245)  0.322
C (0.711, -3.901, 0.978)  -0.035
C (2.109, -3.511, 1.425)  0.033
N (2.206, -2.058, 1.568)  0.195
C (3.319, -1.552, 2.400)  -0.013
C (4.664, -1.842, 1.780)  0.009
C (5.229, -0.961, 0.864)  0.004
C (6.447, -1.258, 0.271)  0.000
C (7.109, -2.436, 0.591)  0.001
C (6.556, -3.312, 1.514)  0.000
C (5.338, -3.015, 2.107)  0.003
C (1.540, -1.301, 0.696)  0.215
S (1.843, 0.406, 0.522)  0.201
C (-0.165, -3.891, -1.410)  -0.020
C (-1.662, -4.098, -1.422)  0.030
C (-2.276, -4.334, -2.648)  0.000
C (-3.627, -4.637, -2.708)  0.002
C (-4.382, -4.688, -1.544)  -0.001
C (-3.776, -4.438, -0.322)  -0.002
C (-2.419, -4.150, -0.260)  -0.011
H (0.651, -4.970, 0.789)  -0.003
H (-0.012, -3.645, 1.758)  0.012
H (2.861, -3.860, 0.712)  0.004
H (2.323, -3.965, 2.392)  0.001
H (3.231, -2.039, 3.372)  0.000
H (3.166, -0.484, 2.543)  0.003
H (4.725, -0.034, 0.617)  0.004
H (6.883, -0.566, -0.437)  0.000
H (8.061, -2.664, 0.132)  0.000
H (7.079, -4.221, 1.780)  0.000
H (4.926, -3.690, 2.849)  -0.001
H (0.341, -4.859, -1.434)  -0.005
H (0.144, -3.347, -2.303)  0.018
H (-1.691, -4.297, -3.561)  0.000
H (-4.089, -4.835, -3.666)  0.000
H (-5.435, -4.931, -1.588)  0.000
H (-4.358, -4.491, 0.589)  0.000
H (-1.964, -3.971, 0.707)  -0.008
O (1.357, 2.904, -0.135)  -0.016
N (1.639, 3.487, 0.970)  0.019
N (0.842, 3.184, 1.887)  0.011
O (-0.216, 2.426, 1.588)  0.030
C (0.918, 3.747, 3.207)  0.002
C (2.078, 4.410, 3.588)  -0.001
C (2.126, 4.964, 4.854)  0.000
C (1.040, 4.851, 5.715)  0.001
C (-0.104, 4.178, 5.313)  -0.001
C (-0.176, 3.615, 4.048)  0.001
H (2.916, 4.490, 2.911)  0.000
H (3.018, 5.485, 5.172)  0.000
H (1.089, 5.289, 6.703)  0.000
H (-0.949, 4.093, 5.983)  0.000
H (-1.064, 3.094, 3.722)  -0.001
F (0.429, 1.806, -2.086)  0.038
As (1.925, 1.577, -3.766)  -0.003
F (1.278, 3.085, -4.185)  0.000
F (0.544, 0.824, -4.432)  -0.001
F (2.993, 1.339, -5.030)  0.000
F (2.218, 0.104, -2.920)  0.015
F (2.951, 2.342, -2.655)  0.000

***

| no. | DFT total energy (Ha) |
| --- | --- |
| 1 | -2481.8121 |
| 2 | -5962.7900 |